Here is the molecule C2H4NP in a non-equilibrium geometry from the Open Molecules 2025 dataset. Energies are from ωB97M-V with the def2-TZVPD basis set.

Last columns: bonded neighbours and bond lengths (Å).
Cartesian coordinates (Å):
1 C -0.315 -0.826 -0.290  C2 1.493, P4 1.907, H5 1.003, H6 1.058
2 C -0.410 0.588 0.180  C1 1.493, N3 1.428, P4 1.826, H7 1.206
3 N 0.899 1.120 0.385  C2 1.428, P4 1.906, H8 1.006
4 P 0.480 -0.438 1.399  C1 1.907, C2 1.826, N3 1.906
5 H -1.175 -1.323 -0.429  C1 1.003
6 H 0.383 -1.195 -0.995  C1 1.058
7 H -1.347 1.342 0.083  C2 1.206
8 H 1.486 0.731 -0.334  N3 1.006

Properties
- maximum force (eV/Å) = 3.755
- total charge = 0
- structure (SMILES) = C1[C@@H]2NP12
- frontier orbital gap (eV) = 9.8
- energy above the lowest of the compared OMol25 structures with the same formula, charge and spin (kcal per mole) = 36.2
- LUMO energy (eV) = 0.9
- multiplicity = 1